# C55H69ClKO2P3Si2

C55H69ClKO2P3Si2 as an isolated structure in a non-equilibrium geometry (ωB97M-V/def2-TZVPD, the Open Molecules 2025 dataset).

The value obtained for the energy above the lowest of the compared OMol25 structures with the same formula, charge and spin is 175.6 kJ/mol. As for the net charge: -2. Its HOMO energy is -0.008 Eh. For the frontier orbital gap, the calculation gives 4.0 eV. The calculation puts the LUMO energy at 3.7 eV.

Geometry as XYZ:
```
133
C55H69ClKO2P3Si2, DFT ωB97M-V/def2-TZVPD
K 1.674 0.541 -0.434
C 2.547 1.848 -3.784
C 1.762 0.642 -4.308
C 1.893 0.565 -5.828
P 0.105 0.686 -3.416
C -0.867 2.006 -4.345
C -1.404 1.744 -5.751
C -2.038 2.384 -3.430
C -0.710 -0.895 -3.877
C -0.835 -1.351 -5.194
C -1.386 -2.590 -5.472
C -1.818 -3.396 -4.425
C -1.715 -2.940 -3.122
C -1.175 -1.686 -2.807
Si -1.103 -0.941 -0.998
C -1.378 -2.598 -0.028
C -2.646 -3.089 0.304
C -2.820 -4.287 0.979
C -1.712 -5.038 1.346
C -0.441 -4.559 1.073
C -0.256 -3.344 0.405
P 1.405 -2.582 0.227
C 2.277 -3.585 -1.125
C 1.556 -3.399 -2.450
C 2.482 -5.077 -0.868
C 2.375 -3.307 1.675
C 1.737 -3.021 3.033
C 3.775 -2.689 1.620
C -2.965 -0.304 -1.169
C -3.793 -0.783 -2.198
C -5.055 -0.273 -2.457
C -5.546 0.751 -1.671
C -4.769 1.240 -0.637
C -3.487 0.746 -0.371
P -2.478 1.344 1.063
C -3.861 1.654 2.333
C -4.722 0.388 2.429
C -4.745 2.902 2.359
C -1.986 3.046 0.380
C -3.013 3.825 -0.443
C -1.389 3.976 1.442
H 3.580 1.816 -4.141
H 2.578 1.845 -2.696
H 2.098 2.786 -4.123
H 2.221 -0.262 -3.886
H 1.483 1.455 -6.311
H 1.411 -0.320 -6.240
H 2.955 0.510 -6.090
H -0.173 2.854 -4.380
H -2.144 0.943 -5.728
H -0.623 1.481 -6.464
H -1.902 2.648 -6.118
H -2.763 1.568 -3.387
H -2.550 3.282 -3.789
H -1.687 2.560 -2.415
H -0.508 -0.739 -6.022
H -1.479 -2.927 -6.499
H -2.243 -4.373 -4.633
H -2.073 -3.574 -2.317
H -3.519 -2.508 0.025
H -3.818 -4.638 1.223
H -1.836 -5.980 1.868
H 0.411 -5.142 1.403
H 3.255 -3.098 -1.209
H 0.586 -3.891 -2.420
H 2.134 -3.831 -3.274
H 1.391 -2.345 -2.661
H 1.543 -5.552 -0.576
H 3.230 -5.268 -0.097
H 2.829 -5.559 -1.787
H 2.460 -4.392 1.564
H 0.722 -3.410 3.100
H 1.692 -1.950 3.233
H 2.332 -3.489 3.825
H 3.703 -1.599 1.666
H 4.298 -2.945 0.696
H 4.379 -3.029 2.466
H -3.437 -1.587 -2.829
H -5.646 -0.669 -3.277
H -6.531 1.168 -1.860
H -5.177 2.041 -0.038
H -3.256 1.700 3.243
H -5.429 0.325 1.599
H -5.289 0.381 3.365
H -4.094 -0.503 2.413
H -5.489 2.919 1.561
H -4.154 3.816 2.304
H -5.291 2.917 3.309
H -1.167 2.765 -0.298
H -3.792 4.255 0.189
H -3.489 3.211 -1.203
H -2.505 4.651 -0.951
H -2.065 4.119 2.286
H -1.177 4.953 0.988
H -0.457 3.581 1.829
Cl 8.387 4.171 0.239
C 7.014 3.145 -0.138
C 7.224 1.963 -0.864
C 6.160 1.157 -1.162
C 4.813 1.456 -0.757
O 3.866 0.672 -1.022
C 4.646 2.697 -0.027
C 3.356 3.159 0.410
O 2.262 2.673 0.157
C 5.760 3.497 0.276
H 8.227 1.699 -1.173
H 6.306 0.236 -1.715
H 3.393 4.074 1.039
H 5.611 4.408 0.847
C -2.282 -2.365 5.774
C -2.047 -2.503 4.410
C -1.237 -1.600 3.744
C -0.607 -0.532 4.409
C -0.866 -0.414 5.785
C -1.684 -1.310 6.455
Si 0.318 0.726 3.366
C 1.620 1.691 4.327
C 2.917 1.818 3.792
C 3.843 2.712 4.302
C 3.513 3.530 5.378
C 2.241 3.428 5.931
C 1.319 2.535 5.411
H -2.919 -3.066 6.302
H -2.499 -3.324 3.862
H -1.080 -1.711 2.675
H -0.398 0.389 6.346
H -1.855 -1.190 7.521
H 1.122 -0.106 2.418
H 3.197 1.192 2.950
H 4.833 2.775 3.861
H 4.230 4.241 5.772
H 1.967 4.067 6.764
H 0.325 2.492 5.846
```

Here are the Löwdin charges for atoms 1 to 8, given in e:
1 K 0.46
2 C -0.14
3 C -0.54
4 C -0.12
5 P 1.06
6 C -0.52
7 C -0.13
8 C -0.13